Entry 1
DFT (the ωB97M-V functional and the def2-TZVPD basis) results for a gas-phase ion, C4H7N2O2 (charge +1).

```
! wB97M-V def2-TZVPD RIJCOSX def2/J DEFGRID3
* xyz 1 1
C 2.077 -0.837 1.779
C 0.872 -0.524 1.251
N 0.759 -0.050 -0.078
C -0.634 0.338 -0.624
C -0.831 1.013 -1.851
N -1.859 -0.097 0.058
O -1.845 -1.017 0.779
O -2.765 0.592 -0.329
H 2.067 -1.306 2.866
H 3.096 -0.733 1.360
H -0.016 -0.649 1.818
H 1.655 -0.067 -0.572
H 0.117 1.621 -2.062
H -0.979 0.251 -2.674
H -1.715 1.464 -1.721
*
```

Computed properties:
SMILES: C=C/[NH+]=C(/C)[N+](=O)[O-]

Results of the Löwdin charge analysis, in e, for atoms 1 through 6: 0.104, -0.172, 0.183, 0.007, 0.024, -0.351



Entry 2
DFT (the ωB97M-V functional and the def2-TZVPD basis) results for a gas-phase ion, C4H7N2O2 (charge +1).

```
! wB97M-V def2-TZVPD RIJCOSX def2/J DEFGRID3
* xyz 1 1
C 1.122 -0.806 -0.804
C -0.170 0.804 0.443
C 0.280 -2.036 -0.342
C -0.604 2.232 0.598
N 0.872 0.467 -0.374
N -0.883 -0.138 0.839
O 1.979 -1.020 -1.615
O -0.464 -2.688 -1.144
H 0.514 -2.124 0.672
H -1.665 2.206 0.218
H 0.088 2.864 -0.110
H -0.574 2.681 1.587
H 1.701 1.105 -0.651
H -1.624 0.026 1.433
H -0.572 -3.572 -0.751
*
```

Results of the Löwdin charge analysis, in e, for atoms 1 through 6: -0.394, -0.440, 0.093, 0.013, 0.152, 0.194



Q: What are the energies relative to the best structure? A: entry 1 4.634; entry 2 0.000, in eV.



Entry 1
DFT (the ωB97M-V functional and the def2-TZVPD basis) results for a gas-phase ion, C4H7N2O2 (charge +1).

```
! wB97M-V def2-TZVPD RIJCOSX def2/J DEFGRID3
* xyz 1 1
C -0.095 -1.084 -0.214
C 1.166 -0.626 -0.500
C -1.029 -0.553 0.774
C 1.837 0.391 0.185
N -1.533 1.516 -0.070
N -2.008 0.389 0.017
O -3.038 -0.099 -0.364
O 3.003 0.823 -0.082
H -0.479 -1.889 -0.830
H 1.690 -1.100 -1.322
H -1.654 -1.341 1.203
H -0.565 0.054 1.549
H 1.371 0.909 1.025
H -2.134 2.200 -0.531
H 3.468 0.411 -0.840
*
```

Results of the Löwdin charge analysis, in e, for atoms 1 through 6: 0.048, -0.009, -0.056, -0.047, 0.179, -0.405



Entry 2
DFT (the ωB97M-V functional and the def2-TZVPD basis) results for a gas-phase ion, C4H7N2O2 (charge +1).

```
! wB97M-V def2-TZVPD RIJCOSX def2/J DEFGRID3
* xyz 1 1
O 2.549 -0.484 0.076
N 1.403 -0.113 0.212
C 0.291 -1.114 0.372
C -1.028 -0.542 0.705
N -1.447 0.346 -0.289
C -0.483 0.973 -0.850
C 0.867 1.174 -0.454
O 1.218 1.000 0.930
H 0.641 -1.862 0.991
H 0.210 -1.406 -0.671
H -1.522 -1.429 0.737
H -0.975 -0.205 1.678
H -2.443 0.440 -0.519
H -0.745 1.397 -1.887
H 1.464 1.825 -1.032
*
```

Computed properties:
SMILES: [O-][N@+]12CC[NH+]=C[C@H]1O2

Results of the Löwdin charge analysis, in e, for atoms 1 through 6: 0.102, -0.377, 0.000, -0.127, 0.137, 0.032



Q: What are the energies relative to the best structure? A: entry 1 0.000; entry 2 2.234, in eV.



Entry 1
DFT (the ωB97M-V functional and the def2-TZVPD basis) results for a single C2H4NP molecule.

```
! wB97M-V def2-TZVPD RIJCOSX def2/J DEFGRID3
* xyz 0 1
C -0.574 -0.916 -0.149
C 0.054 0.624 0.625
N 0.821 1.119 -0.500
P 1.253 -0.545 -0.052
H -0.944 -1.603 0.735
H -1.247 -0.657 -0.953
H 0.198 0.900 1.734
H 0.439 1.077 -1.441
*
```

Computed properties:
SMILES: C1[C@@H]2NP12

Results of the Löwdin charge analysis, in e, for atoms 1 through 6: -0.284, -0.444, -0.288, 0.807, 0.066, 0.016



Entry 2
DFT (the ωB97M-V functional and the def2-TZVPD basis) results for 2 unconnected molecules or ions with the total composition C2H4NP.

```
! wB97M-V def2-TZVPD RIJCOSX def2/J DEFGRID3
* xyz 0 1
C -0.506 -0.030 -0.215
C 0.793 -0.022 0.485
N -1.544 -0.928 -0.199
P -2.163 0.532 0.076
H 0.044 0.537 -2.127
H 0.659 -0.289 1.535
H 1.264 0.958 0.420
H 1.452 -0.757 0.024
*
```

Results of the Löwdin charge analysis, in e, for atoms 1 through 6: -0.783, -0.177, -0.258, 0.938, 0.070, 0.074



Entry 3
DFT (the ωB97M-V functional and the def2-TZVPD basis) results for a single C2H4NP molecule.

```
! wB97M-V def2-TZVPD RIJCOSX def2/J DEFGRID3
* xyz 0 1
C 0.506 -0.702 -0.808
C 0.002 0.336 0.101
N 1.544 -0.720 -1.487
P 2.687 -0.425 -2.457
H -0.055 -1.649 -0.683
H -1.028 0.110 0.191
H 0.464 1.361 -0.063
H 0.232 -0.001 1.127
*
```

Results of the Löwdin charge analysis, in e, for atoms 1 through 6: -0.358, -0.091, -0.552, 0.644, 0.123, 0.051



Entry 4
DFT (the ωB97M-V functional and the def2-TZVPD basis) results for 2 unconnected molecules or ions with the total composition C2H4NP.

```
! wB97M-V def2-TZVPD RIJCOSX def2/J DEFGRID3
* xyz 0 1
C 1.171 -0.999 -0.325
C 1.487 0.233 -0.409
N 0.241 -0.311 0.532
P -1.422 -0.266 0.238
H 1.552 -2.557 -0.425
H 1.690 1.217 -0.702
H -1.747 -1.182 -0.830
H -1.386 0.772 -0.718
*
```

Results of the Löwdin charge analysis, in e, for atoms 1 through 6: -0.265, -0.004, -0.459, 0.692, 0.234, 0.065



Q: What are the energies relative to the best structure? A: entry 1 1.017; entry 2 3.137; entry 3 0.000; entry 4 4.562, in eV.